No. 1
{
  "formula": "C41H27FeN6S2",
  "method": "ωB97M-V with the def2-TZVPD basis set",
  "e_above_lowest_kcal_mol": 1.1,
  "multiplicity": 2,
  "homo_energy_ev": [-12.96, -12.96],
  "mol_weight_g_mol": 723.69,
  "gap_ev": [5.730, 5.988],
  "charge": 2,
  "e_lumo_ev": [-7.23, -6.97],
  "symbols": ["Fe", "S", "C", "C", "C", "C", "C", "C", "N", "C", "C", "C", "C", "C", "C", "C", "C", "N", "C", "C", "C", "C", "C", "S", "C", "H", "H", "H", "H", "H", "H", "H", "H", "H", "H", "H", "H", "N", "C", "C", "C", "C", "C", "C", "C", "C", "C", "C", "C", "C", "N", "C", "C", "C", "C", "N", "H", "H", "H", "H", "H", "H", "H", "H", "H", "H", "C", "C", "C", "N", "C", "C", "H", "H", "H", "H", "H"],
  "coordinates": [[0.187647, -0.630288, -0.816139], [7.121570, -0.790150, -2.344617], [7.392902, -0.859807, -4.019245], [6.232232, -0.861410, -4.728814], [5.100307, -0.805218, -3.877445], [5.431395, -0.762392, -2.547244], [4.512494, -0.692661, -1.407419], [3.102341, -0.715856, -1.659824], [2.206288, -0.641989, -0.706394], [2.621592, -0.556734, 0.574504], [3.951632, -0.533329, 0.941075], [4.277179, -0.434706, 2.347901], [3.306731, -0.368844, 3.283545], [1.908358, -0.393875, 2.903004], [0.839801, -0.327472, 3.804158], [-0.476194, -0.351307, 3.353735], [-0.682240, -0.456477, 1.941881], [0.321471, -0.517708, 1.097911], [1.594526, -0.486008, 1.554170], [-1.607823, -0.272235, 4.239223], [-1.588396, -0.143195, 5.634325], [-2.859381, -0.087006, 6.194319], [-3.849217, -0.172255, 5.228819], [-3.231592, -0.317344, 3.672521], [4.906502, -0.601981, -0.095815], [8.400473, -0.896090, -4.403139], [6.187100, -0.898621, -5.806314], [4.086842, -0.789607, -4.253705], [2.735321, -0.790926, -2.674831], [5.320044, -0.411970, 2.637055], [3.558658, -0.293234, 4.333288], [1.051955, -0.253056, 4.863438], [-1.677099, -0.467644, 1.512270], [-0.680188, -0.089509, 6.217220], [-3.066236, 0.012179, 7.248783], [-4.917228, -0.155551, 5.390731], [5.960447, -0.578844, 0.162656], [-7.236759, 6.362504, -0.476532], [-6.401182, 5.580416, -0.563797], [-5.346617, 4.586292, -0.658696], [-5.266377, 3.757133, -1.772052], [-4.264858, 2.802324, -1.848364], [-3.337275, 2.683069, -0.818550], [-3.418381, 3.520790, 0.288609], [-4.423806, 4.468987, 0.374204], [-2.254275, 1.656934, -0.889348], [-2.629431, 0.316421, -0.783707], [-3.925319, -0.192559, -0.566717], [-3.825071, -1.571157, -0.534244], [-2.474415, -1.865255, -0.734223], [-1.737158, -0.747048, -0.880325], [-0.954761, 2.099970, -1.054074], [-0.521647, 3.437319, -1.198728], [0.852309, 3.421754, -1.294865], [1.228433, 2.079396, -1.201356], [0.169701, 1.260321, -1.072811], [-5.988682, 3.861634, -2.570177], [-4.202324, 2.152240, -2.712076], [-2.690959, 3.430336, 1.086485], [-4.497742, 5.120162, 1.234552], [-4.818764, 0.403984, -0.464839], [-4.616221, -2.290558, -0.402847], [-2.028057, -2.844870, -0.773854], [-1.169358, 4.298874, -1.243193], [1.517639, 4.258706, -1.426089], [2.234720, 1.696916, -1.250477], [0.425539, -5.277818, -1.660781], [0.612058, -4.824240, -0.363835], [0.573227, -3.467076, -0.115812], [0.354461, -2.568421, -1.085891], [0.180424, -3.013166, -2.342504], [0.210684, -4.350927, -2.670180], [0.444998, -6.336516, -1.883669], [0.783554, -5.513268, 0.450904], [0.711575, -3.080135, 0.886665], [-0.007846, -2.265808, -3.106536], [0.057733, -4.654506, -3.695860]],
  "atomic_forces_ev_per_a": [[-0.506, 0.390, 0.424], [0.482, -0.010, 0.217], [0.185, -0.007, -0.097], [-0.247, 0.007, 0.141], [0.012, -0.002, -0.256], [-0.513, 0.013, 0.131], [-0.777, -0.064, -0.737], [0.788, -0.068, -0.074], [-0.270, 0.019, -0.179], [-0.530, 0.062, 0.300], [0.699, -0.008, 0.067], [-0.026, -0.016, -0.239], [-0.296, -0.011, -0.155], [0.145, 0.028, 0.272], [-0.184, -0.002, -0.014], [0.378, -0.074, -0.895], [-0.208, 0.175, 0.883], [0.407, -0.218, -0.378], [0.381, -0.012, -0.190], [-0.295, 0.127, 1.322], [0.569, -0.114, -1.244], [-1.078, -0.035, -0.448], [0.088, 0.093, 1.001], [0.209, -0.023, -0.210], [0.103, 0.058, 0.619], [-0.009, 0.003, 0.039], [-0.009, 0.001, 0.007], [0.046, 0.003, -0.031], [-0.025, 0.019, 0.000], [-0.009, -0.005, -0.020], [-0.027, -0.002, -0.006], [-0.026, -0.001, -0.026], [0.032, -0.032, 0.123], [-0.003, -0.003, -0.012], [-0.005, -0.005, -0.015], [0.065, -0.001, -0.035], [-0.048, 0.001, -0.025], [0.011, -0.002, -0.008], [0.316, -0.326, -0.043], [-0.347, 0.335, 0.036], [-0.001, -0.060, -0.084], [-0.087, -0.029, -0.014], [0.134, -0.114, 0.022], [0.062, 0.107, 0.061], [0.062, -0.025, 0.080], [-0.499, 0.253, -0.037], [-0.012, 0.035, 0.015], [0.001, 0.127, -0.021], [0.180, -0.087, -0.059], [-0.130, -0.194, 0.048], [0.278, 0.041, -0.255], [0.196, -0.019, 0.017], [-0.191, -0.051, -0.022], [0.124, -0.215, 0.005], [0.323, 0.182, -0.043], [-0.014, 0.126, -0.008], [0.022, -0.010, -0.003], [-0.003, 0.017, -0.001], [-0.032, 0.002, 0.005], [0.015, -0.019, -0.002], [0.044, -0.021, 0.018], [0.010, 0.014, -0.001], [-0.034, -0.017, 0.040], [-0.004, -0.044, 0.016], [-0.007, -0.018, -0.005], [-0.014, 0.026, 0.033], [-0.001, -0.011, -0.011], [0.007, -0.051, -0.008], [0.077, 0.100, 0.124], [0.053, -0.538, -0.135], [-0.029, 0.176, -0.013], [0.019, -0.044, -0.008], [0.004, 0.012, 0.015], [-0.002, 0.023, 0.009], [-0.014, -0.005, -0.054], [-0.020, 0.032, 0.026], [0.008, 0.002, 0.005]]
}

***

No. 2
{
  "formula": "C28H34F8O29S2",
  "method": "ωB97M-V with the def2-TZVPD basis set",
  "homo_energy_ev": -10.82,
  "mol_weight_g_mol": 1050.67,
  "gap_ev": 10.766,
  "e_lumo_ev": -0.06,
  "symbols": ["C", "C", "C", "O", "S", "O", "O", "S", "C", "O", "O", "H", "H", "H", "H", "H", "H", "H", "H", "H", "H", "C", "C", "O", "C", "O", "O", "F", "H", "H", "H", "C", "C", "O", "C", "O", "O", "F", "H", "H", "H", "C", "C", "O", "C", "O", "O", "F", "H", "H", "H", "C", "C", "O", "C", "O", "O", "F", "H", "H", "H", "C", "C", "O", "C", "O", "O", "F", "H", "H", "H", "C", "C", "O", "C", "O", "O", "F", "H", "H", "H", "C", "C", "O", "C", "O", "O", "F", "H", "H", "H", "C", "C", "O", "C", "O", "O", "F", "H", "H", "H"],
  "coordinates": [[0.357978, -1.046500, 0.515352], [-0.410597, -2.351559, 0.761051], [-0.551606, -2.735418, 2.237744], [0.321856, -3.799347, 2.711907], [1.838542, -3.620283, 2.219868], [2.440035, -2.595858, 3.017010], [2.348052, -5.054488, 2.967396], [2.883456, -6.275720, 2.060948], [2.217501, -6.050503, 0.446796], [4.305154, -6.163616, 1.983154], [2.319831, -7.464879, 2.606801], [1.437642, -1.191183, 0.519170], [0.120213, -0.320908, 1.295639], [0.025612, -0.599177, -0.416098], [0.002544, -3.172057, 0.178253], [-1.427228, -2.208222, 0.390916], [-0.417093, -1.855743, 2.866767], [-1.553429, -3.117552, 2.422305], [1.137738, -5.915423, 0.482772], [2.459804, -6.995017, -0.036696], [2.701925, -5.223255, -0.062763], [-0.819214, 2.333106, -3.984944], [-0.587326, 0.853846, -3.757181], [-0.503528, 0.779486, -2.340978], [-1.230941, 1.808004, -1.829475], [-1.571751, 1.885321, -0.696095], [-1.519219, 2.707504, -2.789636], [0.573828, 0.422210, -4.296433], [0.126008, 2.873583, -4.043983], [-1.418072, 2.549373, -4.863349], [-1.396312, 0.206259, -4.098811], [-0.112414, 3.027401, -9.588561], [-1.166348, 2.659040, -8.564277], [-0.396276, 2.539785, -7.375026], [0.694287, 3.340581, -7.502315], [1.402539, 3.656634, -6.605196], [0.846744, 3.730210, -8.785436], [-1.757940, 1.474842, -8.829867], [0.349870, 2.135695, -10.012349], [-0.478527, 3.667440, -10.385214], [-1.939012, 3.414385, -8.413835], [6.426086, -3.588091, 1.567970], [5.760747, -2.766686, 0.482816], [5.779996, -1.465322, 1.024000], [6.834617, -1.385400, 1.891893], [7.271318, -0.378567, 2.328302], [7.309311, -2.624541, 2.155858], [4.470856, -3.145004, 0.273402], [5.697064, -3.922865, 2.305803], [6.983026, -4.442205, 1.195571], [6.280551, -2.762960, -0.476775], [-1.587419, -6.929631, 3.578040], [-3.003256, -6.596064, 3.154501], [-2.795138, -5.662143, 2.108169], [-1.573248, -5.916331, 1.563290], [-1.189491, -5.475254, 0.530684], [-0.868661, -6.739889, 2.356569], [-3.711552, -5.999890, 4.146074], [-1.225515, -6.219339, 4.322940], [-1.458028, -7.943424, 3.943378], [-3.578677, -7.439094, 2.770413], [-4.158390, -2.899074, 5.592776], [-4.123663, -3.222536, 7.071229], [-4.338186, -1.958041, 7.663065], [-5.043758, -1.190505, 6.778986], [-5.582685, -0.175262, 7.046885], [-5.040740, -1.775673, 5.554933], [-2.920521, -3.707161, 7.466009], [-3.169778, -2.600332, 5.239796], [-4.538256, -3.709117, 4.977838], [-4.902654, -3.910260, 7.404565], [3.366431, 5.896466, -7.885439], [3.573098, 5.404356, -9.299384], [4.797579, 6.010135, -9.660833], [5.513799, 6.224797, -8.515420], [6.662835, 6.497139, -8.482039], [4.715671, 6.063090, -7.433845], [2.598225, 5.828656, -10.145427], [2.858842, 6.862773, -7.879161], [2.826538, 5.193029, -7.261232], [3.669378, 4.321472, -9.391362], [-4.122280, 4.312609, 1.368030], [-3.541271, 2.986775, 1.810292], [-4.701128, 2.239514, 2.129906], [-5.731017, 2.722758, 1.377679], [-6.767624, 2.177452, 1.219051], [-5.385572, 3.912270, 0.827574], [-2.768841, 3.111515, 2.922690], [-4.281939, 4.974059, 2.221090], [-3.526202, 4.819311, 0.615111], [-2.978175, 2.466498, 1.038276], [0.003737, 5.131265, 5.972911], [-1.482904, 5.323894, 5.756110], [-1.520241, 6.471550, 4.928458], [-0.351335, 6.523960, 4.226969], [-0.160696, 7.209267, 3.282992], [0.549920, 5.667351, 4.763916], [-2.146407, 5.580486, 6.908026], [0.349625, 5.718171, 6.824742], [0.298340, 4.093491, 6.095965], [-1.976670, 4.498553, 5.240044]],
  "atomic_forces_ev_per_a": [[-0.192, -0.148, 0.283], [-0.116, 0.399, 0.038], [-0.398, 0.137, -0.175], [0.054, -0.186, -0.057], [0.403, 0.027, 0.221], [0.096, 0.276, 0.088], [-0.494, 0.100, -0.422], [0.316, -0.655, -0.032], [-0.145, 0.123, -0.029], [0.127, 0.311, -0.015], [-0.197, 0.105, 0.225], [0.043, 0.062, -0.106], [0.032, 0.007, 0.018], [0.283, -0.049, -0.147], [-0.051, -0.132, 0.007], [-0.026, -0.082, -0.004], [0.169, -0.042, 0.107], [0.070, -0.168, 0.062], [-0.029, -0.059, 0.056], [-0.013, 0.005, -0.078], [0.087, 0.023, 0.036], [-0.017, 0.077, -0.102], [0.170, 0.091, 0.070], [-0.273, -0.061, -0.178], [0.080, 0.015, 0.010], [-0.007, 0.050, 0.099], [0.032, -0.027, -0.068], [0.022, 0.017, 0.063], [0.057, -0.078, -0.017], [-0.132, 0.028, 0.102], [0.055, -0.056, -0.058], [0.006, 0.099, -0.153], [0.122, -0.120, -0.003], [-0.210, 0.224, 0.023], [0.037, -0.115, -0.035], [-0.034, -0.088, 0.067], [-0.056, -0.096, 0.048], [0.068, -0.027, 0.033], [-0.057, -0.068, 0.047], [0.071, 0.129, 0.074], [-0.073, -0.059, -0.018], [0.031, -0.043, 0.031], [-0.022, 0.021, 0.225], [0.175, 0.006, -0.183], [-0.062, -0.101, 0.063], [-0.023, 0.068, 0.050], [-0.045, -0.048, -0.041], [-0.120, 0.012, -0.011], [-0.074, 0.007, -0.053], [0.130, 0.076, 0.023], [-0.109, -0.071, -0.066], [0.092, -0.022, 0.110], [0.117, 0.124, -0.002], [-0.096, -0.178, -0.108], [0.094, 0.014, 0.161], [-0.024, 0.070, -0.076], [0.018, -0.087, -0.051], [0.009, 0.075, 0.000], [-0.065, 0.041, 0.014], [0.058, -0.045, -0.157], [-0.096, 0.020, 0.083], [-0.040, -0.068, -0.130], [0.081, 0.137, 0.016], [-0.205, -0.117, 0.024], [0.097, -0.023, -0.087], [0.017, 0.084, 0.031], [0.048, -0.055, 0.044], [0.020, 0.060, -0.015], [0.060, -0.029, 0.083], [-0.142, 0.087, -0.022], [0.074, -0.084, 0.033], [-0.073, -0.012, 0.128], [0.046, 0.205, -0.049], [0.062, -0.237, 0.050], [-0.096, 0.058, 0.034], [0.052, 0.061, -0.023], [-0.065, -0.004, -0.072], [0.054, 0.048, -0.018], [-0.001, 0.014, -0.128], [0.222, -0.008, 0.107], [-0.116, -0.016, -0.074], [0.026, 0.093, -0.036], [-0.129, 0.048, 0.008], [0.061, -0.077, -0.192], [0.051, 0.090, 0.077], [-0.075, -0.031, 0.025], [0.057, 0.019, 0.027], [-0.040, -0.006, 0.079], [0.044, -0.042, 0.056], [-0.098, -0.058, -0.115], [0.176, -0.020, 0.093], [0.063, -0.070, 0.014], [0.007, 0.075, 0.000], [-0.057, -0.167, -0.170], [0.033, -0.014, 0.128], [0.004, 0.077, -0.043], [-0.029, -0.015, 0.060], [0.045, 0.069, -0.008], [-0.075, 0.027, 0.030], [0.045, -0.003, -0.151], [-0.074, -0.025, 0.098]]
}

***

no.,maximum force (eV/Å)
1,1.37
2,0.73